# 1
ORCA calculation (wB97M-V/def2-TZVPD) on C24H44AlBrF2KLiNO11S2Si2 as an isolated structure at a distorted geometry.

The geometry in XYZ format:
```
90
Properties=species:S:1:pos:R:3:mulliken_charge:R:1
C 5.03 -2.22 1.55 -1.0773
C 5.09 -1.12 0.34 0.9383
C 6.52 -0.29 0.51 -1.1773
C 4.83 -1.70 -1.16 -0.6531
C 3.60 -2.83 -1.24 0.6596
C 2.26 -2.40 -0.42 -0.5001
N 1.96 -1.05 -0.55 0.3195
C 0.73 -0.84 0.36 -0.7210
C 0.05 0.64 0.33 -0.0682
S -0.02 1.25 2.11 0.8374
O 1.28 2.10 2.36 -0.6343
O -1.26 2.12 2.44 -0.4277
C -0.15 -2.21 0.44 0.4224
C -1.31 -2.57 -0.64 -0.4595
C -2.49 -1.45 -0.85 -0.3962
O -2.82 -0.92 0.50 -0.0207
Si -4.52 -0.50 0.64 0.4383
C -4.65 1.11 1.74 -0.2275
C -5.39 -0.07 -1.03 -0.9379
C -5.42 -1.92 1.63 -0.9635
C 1.19 -3.21 0.54 0.2693
Si 1.02 -5.10 0.47 0.1249
C -0.39 -5.82 -0.61 -0.8884
C 2.64 -6.05 -0.10 -0.8535
C 0.75 -5.70 2.32 -0.9316
H 3.90 -2.23 1.95 0.0180
H 5.68 -1.89 2.49 0.4293
H 5.29 -3.32 1.24 0.2736
H 4.24 -0.32 0.56 -0.1091
H 6.35 0.86 0.23 0.3185
H 7.36 -0.66 -0.23 0.2516
H 6.91 -0.27 1.63 0.3093
H 4.71 -0.87 -1.98 0.2444
H 5.81 -2.31 -1.48 0.5026
H 4.10 -3.84 -0.91 0.3659
H 3.34 -2.92 -2.40 -1.4245
H 2.43 -0.29 -1.10 0.5190
H 1.26 -0.84 1.43 -0.0386
H 0.85 1.36 -0.21 0.2266
H -0.93 0.76 -0.27 0.1777
H 0.11 0.14 3.01 0.2873
H -0.60 -2.24 1.53 0.4220
H -1.89 -3.52 -0.21 0.1163
H -0.90 -2.91 -1.71 0.1055
H -3.41 -2.02 -1.33 0.3379
H -2.15 -0.58 -1.59 0.1345
H -4.77 0.87 2.88 0.3167
H -3.66 1.72 1.50 -0.2924
H -5.54 1.81 1.38 0.2607
H -4.81 0.82 -1.54 0.2004
H -5.43 -1.03 -1.70 0.2935
H -6.47 0.37 -0.78 0.3482
H -6.56 -2.01 1.35 0.1876
H -5.31 -1.74 2.79 0.4243
H -4.84 -2.93 1.39 0.3301
H 1.60 -3.02 1.65 0.1955
H -1.39 -5.70 0.03 0.2508
H -0.23 -7.00 -0.70 0.3444
H -0.54 -5.31 -1.66 0.2280
H 2.49 -7.21 -0.04 0.3582
H 3.60 -5.64 0.43 0.3216
H 2.73 -5.79 -1.26 0.1370
H 1.84 -5.60 2.81 0.2476
H -0.01 -5.02 2.89 0.3786
H 0.50 -6.84 2.32 0.2901
C -1.18 7.01 -1.63 -0.4975
C -1.59 7.17 -0.38 0.3507
C -1.50 6.07 0.62 0.8591
O -1.87 6.25 1.77 -0.5974
C -0.95 4.78 0.16 -0.9448
C -0.54 4.62 -1.09 0.0804
C -0.61 5.73 -2.08 0.9292
O -0.20 5.56 -3.23 -1.0463
O -0.03 3.41 -1.53 -0.3663
O -2.13 8.37 0.05 -0.4816
H -1.24 7.81 -2.37 0.2596
H -0.90 3.98 0.89 0.7542
H 0.20 3.55 -2.47 0.1625
H -2.36 8.24 1.00 0.3595
Br -2.26 2.74 0.82 -0.5261
Al -7.66 -3.48 1.76 0.6471
F -1.56 -5.13 3.17 -0.8728
O -2.77 9.89 -2.78 -0.4717
S -1.56 10.74 -2.77 1.3788
O -0.36 9.88 -2.79 -0.5107
O -1.56 11.57 -1.56 -0.4583
O -1.56 11.60 -3.97 -0.4823
Li 3.54 -2.92 -4.06 0.9185
F 6.84 -3.60 1.25 -0.8465
K -0.36 4.09 -4.81 1.0425
```

Summary:
HOMO-LUMO gap = 0.0599 Eh
LUMO = -6.60 eV
calculated total energy = -6821.06178 a.u.
charge = +1


# 2
ORCA calculation (wB97M-V/def2-TZVPD) on one molecule with the formula C4H2 at a distorted geometry.

The geometry in XYZ format:
```
6
Properties=species:S:1:pos:R:3:nbo_charge:R:1
C -1.08 -1.39 -0.72 -0.1979
C -0.41 -0.47 -0.31 -0.0076
C 0.37 0.53 0.22 -0.1348
C 1.09 1.38 0.72 -0.1475
H -1.65 -2.23 -1.06 0.2429
H 1.68 2.18 1.15 0.2448
```

Summary:
HOMO-LUMO gap = 0.4015 Eh
SMILES string = C#CC#C
LUMO = 1.12 eV
calculated total energy = -153.48041 a.u.
energy above the lowest of the compared OMol25 structures with the same formula, charge and spin = 1.75 kJ/mol


# 3
ORCA calculation (wB97M-V/def2-TZVPD) on C20H36NO2P3PtS as an isolated structure at a distorted geometry.

The geometry in XYZ format:
```
64
Properties=species:S:1:pos:R:3:nbo_charge:R:1
P -3.60 -1.75 -0.40 1.2417
C -3.42 -3.29 0.63 -0.9280
H -4.43 -3.66 0.90 0.3064
H -2.84 -3.04 1.54 0.2680
H -2.86 -4.04 0.04 0.2728
C -5.44 -1.49 -0.31 -0.9150
H -5.68 -0.59 -0.90 0.2722
H -5.72 -1.31 0.74 0.2801
H -5.95 -2.38 -0.73 0.3040
C -3.51 -2.57 -2.06 -0.9297
H -4.52 -2.88 -2.37 0.3068
H -2.83 -3.44 -1.99 0.2736
H -3.09 -1.85 -2.77 0.2451
P 3.03 -0.08 -1.80 1.0761
C 3.53 -1.57 -0.87 -0.9904
H 4.51 -1.33 -0.42 0.2862
H 3.62 -2.38 -1.61 0.2834
H 2.78 -1.83 -0.09 0.3046
C 3.19 -0.44 -3.60 -0.9534
H 2.88 0.45 -4.19 0.2498
H 2.52 -1.29 -3.82 0.2653
H 4.25 -0.70 -3.80 0.2926
C 4.20 1.26 -1.37 -0.9540
H 5.19 0.98 -1.78 0.2962
H 4.24 1.34 -0.26 0.2634
H 3.85 2.22 -1.80 0.2494
P 0.44 2.15 3.11 1.4325
C 1.25 1.42 4.52 -0.9983
H 1.34 2.14 5.35 0.3313
H 2.27 1.11 4.23 0.3000
H 0.71 0.54 4.90 0.3098
C 0.61 3.91 2.79 -0.9678
H 0.11 4.58 3.51 0.3282
H 0.22 4.16 1.78 0.2612
H 1.69 4.16 2.82 0.2974
C -1.29 1.73 2.80 -0.9657
H -2.01 2.12 3.53 0.3128
H -1.40 0.64 2.78 0.2715
H -1.60 2.10 1.81 0.2490
Pt 0.48 0.92 -1.74 0.7146
C 0.12 -0.84 -1.26 0.4795
O -0.11 -1.96 -0.98 -0.3746
C 1.03 1.42 1.44 0.2738
O 1.96 0.75 1.18 -0.4207
C 0.52 3.09 -1.77 -0.2473
C -0.64 2.78 -1.07 -0.1774
C -1.55 1.88 -1.63 -0.1992
C -1.43 1.41 -2.92 -0.1766
C -0.23 1.67 -3.60 -0.2022
C 0.71 2.59 -3.05 -0.2369
H 1.25 3.78 -1.36 0.2978
H -0.81 3.20 -0.09 0.2644
H -2.42 1.56 -1.04 0.2545
H -2.17 0.73 -3.35 0.2848
H 0.01 1.18 -4.52 0.3004
H 1.58 2.85 -3.64 0.3038
S 0.50 -2.18 3.81 0.4502
C -0.14 -3.42 2.77 -0.4251
C 0.47 -3.35 1.54 -0.0638
N 1.43 -2.38 1.43 -0.4859
C 1.57 -1.69 2.54 -0.1764
H -0.92 -4.13 3.06 0.2786
H 0.24 -4.02 0.70 0.2348
H 2.30 -0.90 2.70 0.2200
```

Summary:
HOMO-LUMO gap (alpha / beta) = 0.2429 / 0.1622 Eh
LUMO (alpha / beta) = -11.72 / -14.93 eV
multiplicity = 5
calculated total energy = -2528.75094 a.u.
energy above the lowest of the compared OMol25 structures with the same formula, charge and spin = 0.00 kJ/mol
charge = +4
<S²> = 6.02


# 4
ORCA calculation (wB97M-V/def2-TZVPD) on C27H34N9PdS2 as an isolated structure.

The geometry in XYZ format:
```
73
Properties=species:S:1:pos:R:3:mulliken_charge:R:1
Pd -0.32 1.00 0.29 -0.0672
C -2.66 -0.88 4.84 -0.7197
C -3.76 -1.23 3.85 -0.6704
N -3.99 -0.21 2.86 -0.1914
C -3.19 0.01 1.76 0.3630
S -1.99 -1.13 1.33 -0.5324
N -3.51 1.12 1.11 -1.4097
N -2.60 1.48 0.18 0.9312
C -2.99 2.21 -0.80 0.5169
C -4.41 2.66 -1.01 -1.5476
C -1.95 2.60 -1.77 0.2915
C -2.21 3.52 -2.79 -0.8300
C -1.20 3.84 -3.68 -0.4186
C 0.04 3.24 -3.55 -0.9045
C 0.22 2.34 -2.51 -0.1989
N -0.74 2.02 -1.65 0.3976
H -2.52 -1.69 5.57 0.3991
H -2.90 0.03 5.39 0.2882
H -1.72 -0.73 4.31 0.0053
H -4.70 -1.40 4.37 0.3885
H -3.50 -2.15 3.32 0.2534
H -4.55 0.59 3.12 0.2817
H -5.05 2.11 -0.33 0.3949
H -4.73 2.48 -2.04 0.3690
H -4.52 3.72 -0.81 0.3091
H -3.18 3.98 -2.87 0.3963
H -1.39 4.56 -4.48 0.3886
H 0.85 3.46 -4.23 0.4517
H 1.18 1.84 -2.35 0.3931
N 2.71 0.21 -1.66 -0.8693
S 2.50 -0.22 -0.15 0.5539
C 1.69 1.07 0.78 1.1660
C 0.94 0.67 1.95 -0.6013
C 0.79 1.63 3.00 -0.9288
C 1.31 2.88 2.90 -0.5421
C 2.05 3.27 1.74 -0.9509
C 2.24 2.40 0.72 -0.4731
C 4.15 -0.06 0.55 0.1688
C 4.33 0.11 1.92 -0.2311
C 5.62 0.18 2.43 -0.6989
C 6.72 0.08 1.59 -0.4083
C 6.53 -0.09 0.23 -0.6052
C 5.24 -0.16 -0.30 -0.4638
H 2.17 -0.46 -2.20 0.2946
H 0.82 -0.39 2.19 0.6657
H 0.25 1.33 3.89 0.3509
H 1.17 3.59 3.70 0.3753
H 2.46 4.27 1.67 0.3764
H 2.83 2.66 -0.16 0.4449
H 3.48 0.21 2.57 0.3543
H 5.76 0.32 3.50 0.3933
H 7.72 0.14 2.00 0.3603
H 7.38 -0.15 -0.44 0.3675
H 5.06 -0.27 -1.36 0.4498
C 0.75 -3.79 -3.18 -1.8954
C 0.39 -2.84 -2.04 1.6951
C -0.39 -1.63 -2.54 -1.3487
C -0.35 -3.54 -0.91 -0.8640
N -1.65 -4.05 -1.31 0.7989
C -2.86 -3.50 -1.22 0.0567
N -3.74 -4.32 -1.75 -0.3985
N -3.04 -5.40 -2.16 -0.5211
N -1.79 -5.25 -1.90 -0.4129
H 1.36 -3.27 -3.93 0.4499
H -0.15 -4.16 -3.68 0.3613
H 1.31 -4.65 -2.82 0.3997
H 1.32 -2.48 -1.59 -0.1990
H -1.34 -1.93 -2.99 0.4634
H 0.17 -1.09 -3.32 0.4820
H -0.60 -0.93 -1.73 0.2210
H -0.51 -2.85 -0.08 -0.0747
H 0.22 -4.40 -0.55 0.4454
H -3.05 -2.54 -0.76 0.4630
```

Summary:
HOMO-LUMO gap = 0.2403 Eh
LUMO = 2.62 eV
calculated total energy = -2466.31513 a.u.
energy above the lowest of the compared OMol25 structures with the same formula, charge and spin = 0.00 kJ/mol
charge = -1


# 5
ORCA calculation (wB97M-V/def2-TZVPD) on C68H54Cl2FeN2O2P3Si as an isolated structure at a distorted geometry.

The geometry in XYZ format:
```
133
Properties=species:S:1:pos:R:3:mulliken_charge:R:1
Fe -0.17 -0.02 -0.11 0.5951
C -6.21 -0.07 2.17 -0.7852
C -5.38 1.01 1.87 -0.4158
C -4.01 0.81 1.78 -0.2165
C -3.43 -0.44 1.98 0.0318
C -4.27 -1.51 2.29 -0.7031
C -5.65 -1.32 2.38 -0.7715
P -1.60 -0.57 1.83 2.5922
C -1.40 -2.31 2.36 0.0845
C -1.64 -3.29 1.40 -0.0227
C -1.52 -4.64 1.72 -0.8258
C -1.16 -5.01 3.01 -0.8430
C -0.92 -4.04 3.97 -0.4308
C -1.03 -2.69 3.65 -0.6596
C -1.08 0.50 3.22 0.0073
C -1.79 0.53 4.42 -0.4705
C -1.47 1.44 5.41 -0.9379
C -0.46 2.37 5.19 -1.1349
C 0.25 2.35 4.00 -0.3265
C -0.03 1.41 3.01 0.8227
Si 1.01 1.34 1.43 -0.1383
C 1.15 3.17 0.92 0.1603
C 1.99 4.10 1.55 0.2337
C 2.00 5.43 1.17 -1.0240
C 1.13 5.87 0.18 -1.2851
C 0.30 4.97 -0.46 -0.1428
C 0.35 3.61 -0.13 0.4072
P -0.66 2.33 -0.95 1.4962
C -0.30 2.40 -2.74 0.8396
C -0.48 1.22 -3.46 -0.4150
C -0.23 1.16 -4.82 -0.4865
C 0.23 2.29 -5.49 -0.9955
C 0.43 3.46 -4.78 -0.7394
C 0.17 3.52 -3.42 -0.1809
C -2.24 3.27 -0.81 0.6152
C -3.01 3.67 -1.89 -0.1354
C -4.16 4.43 -1.70 -0.6987
C -4.53 4.82 -0.43 -0.8756
C -3.75 4.46 0.66 -0.3167
C -2.61 3.69 0.47 -1.2111
C 2.87 0.98 1.28 0.9304
C 3.79 1.24 2.30 -0.0071
C 5.15 1.16 2.06 -0.9448
C 5.62 0.86 0.79 -1.0317
C 4.72 0.62 -0.24 -0.5113
C 3.34 0.64 0.01 -0.4292
P 2.12 0.39 -1.34 2.9957
C 2.80 1.71 -2.47 0.7328
C 3.01 2.98 -1.93 -0.0425
C 3.59 4.00 -2.67 -0.5442
C 3.97 3.77 -3.99 -0.9045
C 3.77 2.51 -4.54 -0.5729
C 3.19 1.49 -3.79 -0.8833
C 2.66 -1.10 -2.27 0.8910
C 3.76 -1.89 -1.94 -1.1553
C 4.12 -2.97 -2.74 -0.8884
C 3.38 -3.29 -3.86 -0.9647
C 2.26 -2.53 -4.18 -0.6245
C 1.90 -1.45 -3.39 -0.4449
H -7.28 0.07 2.24 0.3980
H -5.79 1.99 1.70 0.5030
H -3.37 1.65 1.53 0.1736
H -3.86 -2.49 2.47 0.3986
H -6.29 -2.16 2.63 0.4315
H -1.91 -3.00 0.39 0.2811
H -1.70 -5.39 0.96 0.4597
H -1.06 -6.06 3.27 0.3630
H -0.62 -4.32 4.97 0.4607
H -0.81 -1.94 4.40 0.1437
H -2.61 -0.17 4.58 0.5126
H -2.02 1.45 6.35 0.4186
H -0.23 3.11 5.95 0.4149
H 1.03 3.09 3.84 0.4274
H 2.67 3.77 2.34 0.4408
H 2.67 6.13 1.66 0.4215
H 1.09 6.92 -0.08 0.4179
H -0.41 5.33 -1.20 0.5670
H -0.81 0.33 -2.94 -0.2925
H -0.38 0.23 -5.36 0.5995
H 0.44 2.25 -6.55 0.4056
H 0.81 4.34 -5.29 0.4235
H 0.36 4.45 -2.89 0.2399
H -2.71 3.39 -2.89 0.3474
H -4.75 4.73 -2.56 0.4792
H -5.43 5.42 -0.28 0.3858
H -4.02 4.77 1.67 0.4940
H -1.98 3.44 1.32 0.1338
H 3.43 1.48 3.30 0.5302
H 5.86 1.34 2.87 0.4392
H 6.68 0.83 0.59 0.4193
H 5.09 0.43 -1.24 0.5992
H 2.77 3.17 -0.90 0.1221
H 3.76 4.97 -2.22 0.4993
H 4.43 4.56 -4.58 0.3547
H 4.07 2.31 -5.56 0.4523
H 3.07 0.52 -4.25 0.3821
H 4.33 -1.68 -1.05 0.5034
H 4.97 -3.58 -2.46 0.4185
H 3.65 -4.14 -4.48 0.3627
H 1.65 -2.79 -5.05 0.4339
H 1.02 -0.87 -3.64 -0.3350
C -3.41 0.06 -1.36 1.4708
N -2.04 -0.52 -1.31 1.0453
C -1.91 -1.66 -1.90 -0.4996
C -0.76 -2.44 -1.67 -0.8336
C -0.51 -3.78 -1.98 -1.0656
C 0.62 -4.14 -1.25 -1.9043
C 0.98 -3.00 -0.51 -0.0537
N 0.17 -1.97 -0.76 1.2148
C -4.21 -0.19 -2.63 -1.1879
C -3.96 0.50 -3.81 0.5079
C -4.69 0.24 -4.96 -1.1919
C -5.69 -0.73 -4.95 -0.4941
C -5.95 -1.42 -3.78 -0.7980
C -5.21 -1.15 -2.63 -0.1045
H -3.34 1.12 -1.17 -0.9614
H -3.98 -0.35 -0.54 -0.0206
H -2.72 -2.08 -2.50 0.4693
H -1.10 -4.39 -2.66 0.5773
H 1.12 -5.09 -1.24 0.4325
H 1.82 -2.89 0.15 0.2121
H -3.17 1.25 -3.83 0.4441
H -4.48 0.79 -5.87 0.4330
H -6.26 -0.93 -5.85 0.3835
H -6.73 -2.18 -3.75 0.4134
H -5.43 -1.70 -1.71 0.4645
Cl 2.33 -3.58 4.31 -0.1679
C 2.17 -2.85 2.71 1.2413
Cl 3.76 -2.88 1.88 -0.2131
C 1.72 -1.37 2.77 -0.6861
O 1.98 -0.73 3.79 -0.7092
O 1.03 -0.98 1.74 -0.0283
H 1.48 -3.45 2.13 -0.3194
```

Summary:
HOMO-LUMO gap (alpha / beta) = 0.2616 / 0.2772 Eh
LUMO (alpha / beta) = -0.15 / 0.31 eV
multiplicity = 2
calculated total energy = -6381.37552 a.u.
energy above the lowest of the compared OMol25 structures with the same formula, charge and spin = 74.43 kJ/mol
<S²> = 1.13